(1)
66
Properties=species:S:1:pos:R:3:lowdin_charge:R:1 method="wB97M-V/def2-TZVPD" e_homo_ev="-16.92 / -16.94" s_squared=2.08 energy_ev=-41011.33892 spin_multiplicity=3 total_charge=+3 orbital_gap_ev="6.870 / 7.323" e_lumo_ev="-10.054 / -9.620"
W -0.0180 0.4633 0.3612 1.88
O -2.0842 0.1292 1.2734 -0.29
O -1.3416 -1.4512 -0.6950 -0.23
O 2.0452 0.3364 0.9620 -0.30
O -1.5353 1.3139 -0.8892 -0.29
O 1.0147 1.1209 -1.2976 -0.32
O 1.1063 -1.6411 -0.1866 -0.26
N 0.0103 2.1001 1.3462 -0.10
C 0.2165 1.2268 -2.5172 -0.05
C -2.7285 -1.5393 -0.3119 -0.11
C -1.0745 1.9315 -2.1194 -0.07
C 0.0029 0.6353 3.2810 -0.08
C -1.1417 4.2534 1.5279 -0.03
C 0.9686 2.6327 4.9174 -0.02
C 0.7154 1.3714 5.4455 -0.02
C -0.5774 6.0845 0.0701 -0.03
C 0.7404 2.9103 3.5783 0.01
C 0.2360 0.3608 4.6217 -0.03
C -2.8200 1.7775 -0.3876 -0.07
C -0.1738 3.4570 0.9097 -0.28
C 0.6772 -2.5295 -1.2385 -0.11
C 2.5681 -0.9252 1.4706 -0.07
C -1.3469 5.5550 1.0976 -0.02
C 0.6122 3.9984 -0.1041 -0.04
C 2.9312 1.0723 0.0687 -0.07
C 2.4019 -1.9378 0.3641 -0.11
C -0.7879 -2.7515 -0.9860 -0.11
C 0.2359 1.9103 2.7484 -0.26
C -2.7827 -1.1351 1.1413 -0.08
C 0.4112 5.3104 -0.5165 -0.04
C -2.9000 1.3090 1.0682 -0.08
C 2.4540 0.9220 -1.3725 -0.07
H 0.0307 -0.6244 5.0172 0.12
H -0.9283 -3.4085 -0.1234 0.15
H -1.2917 -3.1778 -1.8545 0.16
H -3.5947 1.3518 -1.0253 0.15
H 1.4083 3.4225 -0.5559 0.10
H -1.8361 1.7975 -2.8890 0.17
H 2.4235 -2.9588 0.7491 0.16
H 0.8882 1.1845 6.4960 0.13
H 1.2307 -3.4663 -1.1917 0.15
H 0.9501 3.8983 3.1938 0.13
H 1.9475 -1.1537 2.3358 0.14
H 0.8683 -2.0540 -2.2037 0.14
H 3.9507 0.7133 0.1996 0.16
H -0.9086 2.9935 -1.9329 0.13
H 1.0424 5.7332 -1.2864 0.13
H -2.8553 2.8664 -0.4448 0.15
H -3.1028 -2.5535 -0.4496 0.15
H -3.7933 -1.0301 1.5315 0.16
H 2.8829 1.6923 -2.0149 0.16
H -0.4404 -0.1716 2.6834 0.08
H 2.8761 2.1108 0.3951 0.14
H -3.3009 -0.8783 -0.9614 0.14
H -2.0979 6.1654 1.5802 0.13
H -2.2365 -1.8455 1.7639 0.15
H -2.5012 2.0577 1.7433 0.11
H 3.5989 -0.7875 1.7933 0.16
H 0.0397 0.2188 -2.8961 0.14
H 0.7752 1.8148 -3.2450 0.16
H -3.9262 1.0924 1.3604 0.16
H 3.1658 -1.8401 -0.4123 0.15
H -1.7117 3.8771 2.3682 0.13
H 2.6470 -0.0645 -1.7965 0.14
H -0.7302 7.1049 -0.2518 0.13
H 1.3469 3.4171 5.5585 0.13

***

(2)
20
Properties=species:S:1:pos:R:3:lowdin_charge:R:1 method="wB97M-V/def2-TZVPD" smiles="C=C(CC)CCC=O" e_homo_ev=-9.49 relative_energy_kj_mol=84.3 energy_ev=-9499.94500 total_charge=0 orbital_gap_ev=10.443 e_lumo_ev=0.949
O -1.7163 3.3987 0.5986 0.05
C 1.3166 0.1077 1.3031 0.06
C 1.0549 -0.5376 -1.0586 -0.22
C 0.4920 -0.1981 0.3046 -0.35
C -1.3021 2.3038 0.8755 -0.26
C 1.1181 -2.0500 -1.2661 -0.10
C -1.6531 1.1116 0.0220 -0.14
C -0.9955 -0.2215 0.4384 -0.17
H 0.7806 0.5281 2.1502 0.05
H 1.9030 -2.4501 -0.6201 0.07
H -2.7399 1.0751 -0.0537 0.12
H -1.4238 -1.0882 -0.0657 0.11
H 2.3900 0.0176 1.3334 0.07
H 2.0496 -0.1024 -1.1303 0.11
H -1.3386 1.3314 -1.0022 0.12
H 0.2112 -2.5796 -0.9694 0.07
H 1.3829 -2.3641 -2.2766 0.07
H -1.3104 -0.3608 1.4791 0.12
H 0.4933 -0.0562 -1.8509 0.10
H -0.7123 2.1345 1.7887 0.11

***

(3)
14
Properties=species:S:1:pos:R:3:lowdin_charge:R:1 method="wB97M-V/def2-TZVPD" smiles="C1CC1.C=C=O" e_homo_ev=-9.38 relative_energy_kj_mol=218.4 energy_ev=-7359.99156 total_charge=0 orbital_gap_ev=10.370 e_lumo_ev=0.991
O 1.6063 0.4197 1.5800 0.16
C -1.4402 -1.3484 0.0350 -0.16
C 1.1074 2.4058 0.1769 0.00
C 1.3756 1.3443 0.9051 -0.29
C -0.5896 -0.3381 -0.6728 -0.19
C 0.0185 -1.6205 -0.1799 -0.16
H 0.6824 2.3025 -0.8146 0.06
H -1.7517 -1.0848 1.0424 0.10
H 0.2918 -2.3536 -0.9331 0.10
H -0.4310 0.5813 -0.1259 0.04
H -0.6909 -0.1978 -1.7453 0.10
H 0.6864 -1.5951 0.6752 0.08
H -2.1764 -1.8965 -0.5408 0.09
H 1.3112 3.3812 0.5979 0.06

***

(4)
47
Properties=species:S:1:pos:R:3:lowdin_charge:R:1 method="wB97M-V/def2-TZVPD" e_homo_ev="-20.93 / -20.93" energy_ev=-46260.11855 total_charge=+4 orbital_gap_ev="5.562 / 5.623" e_lumo_ev="-15.368 / -15.307"
W 0.0489 0.0302 -0.4109 1.46
I 1.7348 -1.8093 -1.5387 1.36
S 1.8862 1.1736 3.6082 1.30
O 1.3360 1.2975 -1.4268 -0.24
N 2.8064 2.0784 -2.9206 0.31
N 1.5925 2.5464 1.3611 0.20
N 0.8323 0.2954 1.3634 -0.12
C -2.5498 1.2456 1.5719 0.03
C 2.9236 -0.2767 -2.4554 -0.38
C 1.2850 -1.3908 4.5965 0.01
C -1.8372 -1.2709 -1.2549 -0.33
C 1.2689 -0.4740 3.5627 -0.41
C -2.2032 -0.7098 -0.0035 -0.03
C 0.2412 -2.0578 2.0627 -0.05
C 0.2465 -2.9865 3.0953 0.00
C -2.1561 0.6795 0.2494 -0.29
C 0.7512 -0.7877 2.3126 -0.30
C -1.5087 1.0221 -2.1337 -0.27
C 1.4339 1.4052 1.9921 -0.59
C 2.3102 1.0832 -2.2567 -0.48
C 0.7595 -2.6560 4.3471 0.02
C -1.9595 -2.7347 -1.5153 0.01
C -1.2710 1.9572 -3.2636 0.03
C -1.6600 1.5193 -0.7972 -0.07
C -1.4977 -0.3653 -2.3110 -0.06
H -0.1479 -2.3510 1.0883 0.07
H -0.7356 1.4899 -4.0887 0.11
H 3.9137 -0.3223 -1.9958 0.11
H 1.3324 2.6672 0.3933 0.11
H 2.4401 3.0213 -2.8192 0.18
H -1.8480 -3.3325 -0.6110 0.11
H 3.0127 -0.5267 -3.5135 0.10
H -2.9722 -2.9205 -1.8930 0.14
H -2.4846 -1.3825 0.8018 0.17
H -2.4341 0.5255 2.3812 0.11
H -3.6162 1.4978 1.5165 0.14
H -1.2688 -0.7783 -3.2878 0.16
H 3.5894 1.9678 -3.5609 0.18
H 2.0073 3.3433 1.8344 0.16
H -2.2554 2.2492 -3.6536 0.15
H 1.6945 -1.1436 5.5681 0.15
H -0.7833 2.8781 -2.9471 0.11
H -0.1442 -3.9810 2.9253 0.14
H 0.7587 -3.3955 5.1376 0.15
H -2.0214 2.1703 1.8014 0.11
H -1.5795 2.5872 -0.6239 0.16
H -1.2717 -3.0779 -2.2878 0.09

***

(5)
98
Properties=species:S:1:pos:R:3:lowdin_charge:R:1 method="wB97M-V/def2-TZVPD" e_homo_ev="-12.09 / -12.16" relative_energy_kj_mol=92.3 s_squared=0.77 energy_ev=-88901.03104 spin_multiplicity=2 total_charge=+2 orbital_gap_ev="6.185 / 6.293" e_lumo_ev="-5.907 / -5.865"
Ti 0.1949 -0.0136 -1.3831 1.09
Cl 1.3246 5.1391 4.4270 0.69
N 2.0868 1.2051 -1.1741 0.04
N -0.3534 -0.7217 0.5490 -0.04
N 2.2127 1.8084 2.4769 0.05
N -1.7106 -0.5790 -2.1660 0.00
N 1.0695 -0.5915 -3.1973 -0.01
N -0.1411 1.8318 -2.6633 -0.20
C 3.3400 0.9105 -0.8028 -0.09
C 0.4944 1.6723 -4.0226 -0.08
C -1.4113 -0.2298 1.4757 -0.42
C 0.3049 -1.8904 0.7593 -0.29
C -1.5396 2.3530 -2.8733 -0.15
C 3.0331 1.2138 3.3206 -0.17
C -0.1278 -2.9741 1.6060 0.02
C -3.8231 -0.4646 2.2834 -0.28
C 3.4837 1.7781 4.5001 -0.06
C 2.7508 3.5383 -1.0373 0.01
C 1.7778 0.0304 -5.4301 0.02
C -4.2298 -1.8019 -2.6055 0.02
C -2.0750 0.3120 3.8749 -0.27
C 2.3127 -3.2672 0.1468 -0.29
C 1.8489 2.5400 -1.3492 -0.24
C -3.1003 -2.5394 -2.2182 -0.03
C 0.6033 -4.1562 1.6713 -0.25
C -0.9667 -0.2712 2.9698 -0.07
C 2.3957 -2.0927 -4.5039 -0.03
C -3.3651 -0.5387 3.7429 -0.10
C 1.5599 -2.0883 0.0758 -0.05
C -1.7096 1.2496 1.1484 -0.10
C 4.3321 1.8569 -0.5716 -0.03
C 4.0501 3.1864 -0.6942 -0.02
C 0.4924 2.9053 -1.8579 -0.13
C 2.4270 -1.1946 -5.5739 0.00
C 1.7966 3.0519 2.7553 -0.18
C 3.6487 -3.2865 -0.4918 -0.05
C 1.6455 -1.8023 -3.4174 -0.11
C 2.0996 3.6593 3.9915 -0.64
C -1.9140 -1.8940 -1.9810 -0.13
C 1.1153 0.3378 -4.2310 -0.20
C -4.1368 0.9589 1.8427 -0.11
C 2.9750 2.9995 4.9009 -0.06
C 1.8228 -4.2704 0.9749 -0.01
C -2.4856 1.3781 -3.5584 -0.10
C -2.8485 1.8008 2.0031 -0.26
C -2.7328 0.0957 -2.8224 -0.23
C -2.4596 1.7625 3.5123 -0.09
C -3.9995 -0.4516 -2.9165 0.00
C -2.7101 -1.0467 1.3544 -0.07
C 0.0918 -5.3446 2.4612 -0.04
H -2.5604 -2.0876 1.5948 0.10
H 3.8058 -2.5268 -1.2861 0.07
H -0.8087 1.8245 1.3484 0.11
H 5.3255 1.4808 -0.2559 0.14
H 1.2077 3.5524 2.0056 0.09
H -1.9500 1.3485 0.1030 0.09
H -1.4669 3.3038 -3.4478 0.15
H -0.2736 1.8722 -4.7821 0.13
H -4.6914 -1.1319 2.1803 0.14
H 3.2175 3.4599 5.8696 0.12
H -3.2134 -3.5881 -2.0417 0.12
H 2.4172 -5.1831 1.1109 0.13
H -1.6895 0.2479 4.8846 0.14
H -1.6126 2.4638 3.6879 0.12
H -5.2439 -2.2305 -2.5814 0.14
H 2.4391 4.5876 -1.0725 0.14
H -4.1311 -0.1281 4.4064 0.13
H 0.4695 3.8513 -2.4066 0.15
H -1.0071 -2.8766 2.2397 0.10
H 2.0157 -1.2436 -0.4881 0.05
H 4.2197 1.2258 5.0752 0.12
H 3.0372 -1.4535 -6.4367 0.13
H -2.1587 1.0907 -4.5806 0.14
H -4.4795 0.9722 0.7656 0.13
H -3.0407 2.8378 1.6706 0.14
H -0.9504 -5.5788 2.1590 0.09
H -4.7742 0.1645 -3.3784 0.13
H 4.7963 3.9449 -0.5350 0.13
H -0.0174 0.2878 3.1130 0.12
H 1.8589 0.7912 -6.2348 0.15
H -3.1381 -1.5855 3.9919 0.13
H -3.0693 -1.0064 0.3037 0.11
H -1.9052 2.6775 -1.8969 0.12
H -4.9780 1.3361 2.3949 0.11
H -3.5025 1.8135 -3.7159 0.14
H 4.4749 -3.1861 0.2627 0.11
H -1.0343 -2.5030 -1.5862 0.14
H 3.5889 -0.1538 -0.7347 0.11
H -0.7851 -1.2960 3.3174 0.11
H 0.7236 -6.2243 2.3152 0.08
H 1.4626 -2.5891 -2.6899 0.12
H 3.7778 -4.2761 -0.9623 0.09
H 1.2935 2.4318 -4.1583 0.16
H 0.0220 -5.0808 3.5439 0.10
H 3.4173 0.2311 2.9874 0.12
H 2.9238 -3.0405 -4.5094 0.13
H -0.1705 3.0252 -0.9932 0.13
H -3.2927 2.0826 4.1614 0.13

***

(6)
14
Properties=species:S:1:pos:R:3:lowdin_charge:R:1 method="wB97M-V/def2-TZVPD" e_homo_ev=-14.34 relative_energy_kj_mol=252.0 energy_ev=-7239.74435 total_charge=+1 orbital_gap_ev=10.560 e_lumo_ev=-3.775
O -1.2108 -1.7531 0.0890 0.15
N -0.3925 0.8408 -0.1763 -0.02
N 0.5229 -1.7369 -1.3833 0.20
C 0.0302 -1.3710 -0.1607 -0.15
C -0.1679 1.1722 1.2499 -0.11
H 1.5258 -1.5743 -1.4914 0.15
H 0.5232 -0.9163 0.6204 0.11
H 0.0706 -2.4095 -1.9368 0.12
H 0.1130 1.4897 -0.7325 0.11
H -0.6046 2.1691 1.4162 0.10
H -1.3830 0.7796 -0.1809 0.09
H -0.5966 0.6026 2.0243 0.08
H -1.4217 -2.3345 -0.6152 0.12
H 0.8740 1.1982 1.3772 0.07